(1)
# C89H86N14O33

17 unconnected molecules or ions with the total composition C89H86N14O33 in a non-equilibrium geometry (ωB97M-V/def2-TZVPD, OMol25).

Calculated values
HOMO: -0.360 Ha
lowest unoccupied orbital energy: -0.05163 Ha
spin multiplicity: 1
HOMO-LUMO gap: 8.38 eV
DFT total energy: -6691.38819 Ha

Each line ends with the Mulliken charge.
Element x y z (Å)
1 C 10.35097 13.36000 11.21297  0.214
2 C 10.17810 12.77340 9.79275  -0.500
3 O 11.21390 13.56306 9.11736  -0.384
4 C 11.20076 14.80825 9.72640  0.773
5 O 11.58052 15.76179 9.16972  -0.499
6 O 10.62112 14.71556 10.92333  -0.254
7 H 11.17668 12.82666 11.73733  -0.172
8 H 9.41409 13.34470 11.77471  0.331
9 H 9.20459 13.11896 9.38175  0.303
10 H 10.41012 11.73223 9.64965  0.318
11 C 16.05622 20.71135 14.31084  -0.553
12 C 16.19998 19.46302 13.36407  -0.181
13 O 15.75570 18.32338 14.17460  0.269
14 C 15.32607 18.71588 15.38377  -0.043
15 O 14.95636 17.93869 16.22426  -0.429
16 O 15.34468 20.04439 15.44443  -0.282
17 H 15.37069 21.43968 13.89366  0.346
18 H 16.91683 21.17600 14.74251  0.238
19 H 17.24188 19.34975 13.11917  0.245
20 H 15.57269 19.48268 12.40740  0.294
21 C 15.11220 14.11243 10.71232  0.068
22 C 15.66712 15.38480 11.43344  -0.332
23 O 14.52043 15.88650 12.10980  0.308
24 C 13.54991 14.96746 12.24620  -0.267
25 O 12.57270 15.01317 12.88034  -0.269
26 O 13.88312 13.83386 11.48111  -0.162
27 H 15.78778 13.21491 10.65390  -0.313
28 H 14.71827 14.42394 9.72291  0.284
29 H 15.93217 16.15575 10.72203  0.463
30 H 16.45634 15.23043 12.10286  0.171
31 C 14.93640 8.90006 17.12755  -0.475
32 C 13.46203 9.10118 17.60864  -0.951
33 C 12.62958 9.97749 16.63112  1.670
34 C 12.46397 9.31885 15.35001  0.101
35 N 12.44749 8.75333 14.37443  -0.612
36 H 15.06768 8.69810 16.07987  0.502
37 H 15.40505 8.05031 17.66604  0.436
38 H 15.50165 9.81127 17.31569  -0.435
39 H 13.47014 9.58428 18.60022  0.213
40 H 12.98213 8.15183 17.68999  0.541
41 H 13.07604 10.91950 16.44554  -1.137
42 H 11.65146 10.23865 17.06953  0.291
43 C 15.25297 13.77823 15.69218  0.291
44 C 15.82994 14.80618 16.63501  2.741
45 C 16.93463 15.64457 15.94052  2.428
46 C 18.27139 15.23115 16.35775  -0.878
47 N 19.28457 14.89256 16.80120  -0.278
48 H 15.95683 13.03319 15.31943  -0.273
49 H 14.87777 14.24261 14.78034  0.397
50 H 14.39651 13.28573 16.19737  -0.588
51 H 16.10464 14.27174 17.54745  -0.131
52 H 15.04034 15.51160 16.84146  -1.661
53 H 16.90085 16.71493 16.18914  -1.226
54 H 16.96643 15.49328 14.85395  -0.574
55 C 22.30023 14.91136 16.33634  -0.357
56 C 23.09106 15.98534 16.04763  -0.682
57 C 24.04522 16.36194 16.92835  -0.570
58 C 24.14739 15.65677 18.17347  -0.145
59 C 23.31012 14.59986 18.42861  -0.104
60 C 22.34484 14.21382 17.52429  -0.318
61 N 25.21207 15.93781 18.99002  0.956
62 O 25.78958 17.03043 18.89902  -0.604
63 O 25.50625 15.11562 19.88210  -0.603
64 H 21.59059 14.57444 15.52318  0.248
65 H 22.99247 16.47995 15.08691  0.464
66 H 24.76333 17.14388 16.69166  0.431
67 H 23.47154 14.08028 19.34912  0.487
68 H 21.62378 13.42946 17.64081  0.707
69 C 13.47138 14.28074 22.52923  -0.637
70 C 14.11002 14.81580 21.41651  -0.923
71 C 14.66699 13.99314 20.48711  2.092
72 C 14.56745 12.62686 20.71831  -0.409
73 C 13.98918 12.04021 21.83022  -0.707
74 C 13.42303 12.92728 22.76105  -0.883
75 N 15.23607 11.71630 19.74787  0.629
76 O 15.58679 10.61268 20.18049  -0.639
77 O 15.36010 12.16948 18.64346  0.280
78 H 13.03793 14.98920 23.25048  0.421
79 H 14.13660 15.88897 21.35955  0.407
80 H 15.22169 14.43067 19.62302  -0.734
81 H 13.99536 10.97772 21.93308  0.637
82 H 13.04552 12.48026 23.67712  0.403
83 C 14.85509 21.04185 21.01987  -0.405
84 C 16.16834 20.85050 20.60644  -0.832
85 C 16.51687 19.60886 20.02387  -0.423
86 C 15.48810 18.80441 19.65871  0.482
87 C 14.17537 18.99811 20.03450  -0.185
88 C 13.84152 20.13864 20.69241  -0.934
89 N 15.92398 17.45963 19.08964  1.155
90 O 17.16863 17.31116 19.00352  -0.653
91 O 15.07850 16.66701 18.88350  -0.176
92 H 14.59440 22.03447 21.49408  0.313
93 H 16.81569 21.66284 20.95405  0.386
94 H 17.54370 19.32834 19.85408  0.521
95 H 13.41227 18.28357 19.85555  0.236
96 H 12.80476 20.27353 21.01278  0.425
97 C 18.59622 11.78023 16.67916  0.297
98 C 19.45667 12.11436 15.63847  0.187
99 C 19.87555 11.13041 14.80454  0.556
100 C 19.30239 9.87600 14.94881  -0.630
101 C 18.40983 9.45782 15.97186  -1.021
102 C 18.13944 10.47599 16.82817  -0.533
103 N 19.60639 8.94798 13.85358  1.234
104 O 19.21483 7.83932 13.95100  -0.697
105 O 20.21679 9.39664 12.93312  -0.663
106 H 18.35475 12.52072 17.45624  0.248
107 H 19.98092 13.06492 15.55806  -0.650
108 H 20.67857 11.18068 14.01335  0.405
109 H 17.88832 8.50254 15.95894  0.598
110 H 17.43254 10.36537 17.66018  0.639
111 C 16.59739 11.22434 13.18451  0.113
112 C 15.18957 11.21232 13.32529  -0.673
113 C 14.38659 10.83826 12.26194  -0.186
114 C 14.98132 10.41026 11.09750  -0.620
115 C 16.33577 10.36925 10.89968  -0.822
116 C 17.14457 10.74508 11.98474  -0.105
117 N 14.12878 10.14830 9.94934  1.183
118 O 14.65520 9.95711 8.89946  -0.684
119 O 12.95107 10.17374 10.11184  -0.671
120 H 17.30115 11.60862 13.91587  0.109
121 H 14.72673 11.55515 14.24071  0.598
122 H 13.32060 10.83343 12.29236  0.802
123 H 16.77517 10.21062 9.92971  0.664
124 H 18.22670 10.80203 11.99740  0.219
125 C 12.28223 15.69830 18.00243  0.271
126 C 11.79370 14.60639 18.70460  -0.254
127 C 11.29166 13.51386 18.04400  -1.158
128 C 11.33178 13.58512 16.67878  0.630
129 C 11.80270 14.58615 15.92487  -0.688
130 C 12.31543 15.65891 16.60918  0.409
131 N 10.73969 12.40301 15.93015  0.972
132 O 11.18974 12.15248 14.84733  -0.422
133 O 10.05118 11.63287 16.53898  -0.686
134 H 12.64927 16.58252 18.54373  -0.724
135 H 11.79672 14.56527 19.77106  0.638
136 H 10.89789 12.65561 18.58256  0.544
137 H 11.74502 14.49348 14.83966  0.334
138 H 12.72844 16.53907 16.08919  0.137
139 C 9.90284 19.43174 15.21704  -1.053
140 C 10.03708 20.74881 14.88322  -0.387
141 C 11.15428 21.48470 15.38512  -0.735
142 C 12.03199 20.83013 16.21608  0.024
143 C 11.88757 19.53077 16.65725  0.241
144 C 10.80212 18.82769 16.11206  -0.780
145 N 13.28037 21.59865 16.74248  1.146
146 O 13.73484 22.49408 16.03446  -0.657
147 O 13.65071 21.15342 17.79460  -0.515
148 H 9.11260 18.85737 14.85557  0.540
149 H 9.44693 21.21010 14.09866  0.418
150 H 11.37224 22.54079 15.12185  0.414
151 H 12.64060 19.00732 17.22777  0.502
152 H 10.68922 17.81119 16.34358  0.863
153 C 19.60887 11.62415 9.18025  -0.375
154 C 20.62479 11.44404 10.12426  -0.832
155 C 20.69803 12.29742 11.16508  -0.347
156 C 19.71126 13.23154 11.33065  -0.197
157 C 18.63069 13.39417 10.44131  0.106
158 C 18.65094 12.64047 9.26766  -0.912
159 N 19.79100 14.04226 12.54094  1.306
160 O 20.75078 13.89224 13.25200  -0.694
161 O 18.97956 14.93073 12.75700  -0.548
162 H 19.60396 10.97376 8.32674  0.442
163 H 21.32399 10.61332 9.97395  0.413
164 H 21.42211 12.28327 11.94273  0.520
165 H 17.84314 14.12615 10.56229  0.581
166 H 17.92169 12.73907 8.49718  0.488
167 C 18.38167 14.13995 21.19741  -0.904
168 C 17.73847 13.79007 22.37459  -0.480
169 C 17.53296 12.43354 22.67051  -0.565
170 C 18.02349 11.54242 21.76576  -0.187
171 C 18.73678 11.82622 20.64462  -0.142
172 C 18.84553 13.15080 20.31689  -0.025
173 N 17.80498 10.09408 22.09714  1.304
174 O 18.29180 9.23204 21.39896  -0.649
175 O 17.18991 9.90807 23.13618  -0.708
176 H 18.58437 15.18672 21.04960  0.563
177 H 17.28108 14.58216 23.00847  0.338
178 H 17.06788 12.14860 23.58650  0.591
179 H 19.11007 11.00767 20.00868  0.705
180 H 19.45300 13.49006 19.44805  0.141
181 C 20.51551 18.06081 13.70078  -0.690
182 C 20.24008 19.42314 13.40782  -0.762
183 C 19.74221 20.23206 14.45790  -0.507
184 C 19.47610 19.67241 15.65137  -0.237
185 C 19.81147 18.35518 15.98708  -0.544
186 C 20.28294 17.55592 14.97771  0.426
187 N 18.83674 20.51254 16.70108  1.121
188 O 18.67832 21.76846 16.50902  -0.611
189 O 18.69347 19.89440 17.75586  -0.538
190 H 20.93167 17.41275 12.92452  0.487
191 H 20.27947 19.88720 12.40839  0.403
192 H 19.31345 21.19651 14.21710  0.551
193 H 19.57874 17.89685 16.94733  0.633
194 H 20.45226 16.53261 15.23406  0.277
195 C 12.67800 18.40121 12.70612  -0.116
196 C 12.75631 19.75635 13.00446  0.310
197 C 12.13224 20.63917 12.11297  -0.832
198 C 11.32103 20.16536 11.07408  -0.423
199 C 11.15370 18.81749 10.86894  -0.331
200 C 11.84539 17.93818 11.68716  -0.749
201 N 10.52878 21.13123 10.22992  0.998
202 O 9.62633 20.59775 9.62474  -0.596
203 O 10.88341 22.31591 10.21237  -0.602
204 H 13.14578 17.66349 13.35629  0.186
205 H 13.29294 20.15394 13.82645  0.942
206 H 12.25165 21.67851 12.30495  0.541
207 H 10.48024 18.54492 10.03177  0.490
208 H 11.78113 16.88583 11.56632  0.167
209 C 26.56490 10.45296 19.04710  -0.302
210 C 25.49870 9.66774 18.61927  -0.579
211 C 24.22774 9.92624 19.10005  -0.307
212 C 24.11613 10.83254 20.06465  0.083
213 C 25.11525 11.66958 20.46325  -0.243
214 C 26.36500 11.51410 19.93903  -0.649
215 N 22.72608 11.22598 20.49308  1.082
216 O 22.54335 12.32734 20.99022  -0.601
217 O 21.87869 10.39374 20.24920  -0.598
218 H 27.57012 10.26705 18.56992  0.297
219 H 25.68158 8.89188 17.86104  0.357
220 H 23.38625 9.50604 18.63752  0.575
221 H 24.81570 12.49122 21.06658  0.497
222 H 27.15801 12.20375 20.22381  0.401



(2)
# C8H10

A molecular structure, C8H10 in a non-equilibrium geometry (ωB97M-V/def2-TZVPD, OMol25).

Calculated values
HOMO: -0.334 Ha
lowest unoccupied orbital energy: 0.03678 Ha
spin multiplicity: 1
HOMO-LUMO gap: 10.09 eV
DFT total energy: -310.66031 Ha
energy above the lowest of the compared OMol25 structures with the same formula, charge and spin: 110.0 kcal/mol

Each line ends with the Mulliken charge.
Element x y z (Å)
1 C -0.40725 -1.99331 1.59619  -1.214
2 C -0.88189 -0.56814 1.44585  -0.432
3 C -0.19380 0.19091 0.15018  0.358
4 C 0.67516 -0.54977 -0.64271  -0.682
5 C 1.21723 0.09133 -1.77616  -0.397
6 C 0.90422 1.40518 -1.99920  -0.215
7 C 0.05404 2.13497 -1.16365  -0.287
8 C -0.50132 1.47678 -0.08141  -1.005
9 H 0.53976 -2.07762 1.94583  0.457
10 H -0.88792 -2.77410 0.77756  0.273
11 H -0.94689 -2.33745 2.78870  0.269
12 H -0.49809 0.13145 2.44114  0.221
13 H -1.83938 -0.31207 1.40340  0.493
14 H 0.72887 -1.46506 -0.46495  0.705
15 H 1.85294 -0.57932 -2.48566  0.241
16 H 1.25021 1.89579 -3.07170  0.155
17 H -0.13050 3.28497 -1.27694  0.254
18 H -0.93539 2.04545 0.41352  0.805



(3)
# C8H10

A molecular structure, C8H10 in a non-equilibrium geometry (ωB97M-V/def2-TZVPD, OMol25).

Calculated values
HOMO: -0.300 Ha
lowest unoccupied orbital energy: 0.02177 Ha
spin multiplicity: 1
HOMO-LUMO gap: 8.75 eV
DFT total energy: -310.54695 Ha
energy above the lowest of the compared OMol25 structures with the same formula, charge and spin: 181.2 kcal/mol

Each line ends with the Mulliken charge.
Element x y z (Å)
1 C -2.45982 -0.57985 -0.10944  -1.107
2 C -1.01116 -0.17183 0.02854  1.019
3 C -0.03410 -1.12933 0.13213  -0.974
4 C 1.26857 -0.56678 0.65980  0.102
5 C 2.59385 -0.60976 -0.13674  -0.479
6 C 1.43080 0.52696 -0.34739  -0.059
7 C 0.61985 1.75440 0.13915  -0.826
8 C -0.71487 1.28806 0.18113  -0.184
9 H -2.67854 -1.56426 -0.55462  0.380
10 H -3.03500 0.58602 -0.54441  0.205
11 H -2.75145 -0.53409 1.16048  0.221
12 H -0.40259 -2.18592 -0.03570  0.218
13 H 1.32949 -0.26941 1.71548  0.304
14 H 2.62339 -1.22433 -1.22318  0.219
15 H 3.42987 -0.11088 0.37211  0.322
16 H 0.83006 -0.12599 -1.23496  0.261
17 H 0.52683 2.77823 -0.12756  0.312
18 H -1.56518 2.13877 -0.07484  0.065



(4)
# C8H10B5F26O4

7 unconnected molecules or ions with the total composition C8H10B5F26O4 in a non-equilibrium geometry (ωB97M-V/def2-TZVPD, OMol25).

Calculated values
HOMO: 0.011 Ha
lowest unoccupied orbital energy: 0.23870 Ha
total charge: -5
spin multiplicity: 1
HOMO-LUMO gap: 6.19 eV
DFT total energy: -3333.53543 Ha

Each line ends with the Mulliken charge.
Element x y z (Å)
1 B -4.07303 16.61694 -5.50742  0.593
2 F -3.52518 16.02952 -6.59222  -0.394
3 F -4.55649 17.88394 -5.78130  -0.408
4 F -5.07000 15.87004 -4.96530  -0.410
5 F -3.06149 16.85463 -4.64279  -0.381
6 B -3.48044 24.95526 -12.40047  0.622
7 F -4.33063 24.70665 -11.31874  -0.402
8 F -4.00504 25.95489 -13.15605  -0.388
9 F -2.24659 25.32747 -11.80668  -0.413
10 F -3.35269 23.76905 -13.14894  -0.418
11 B 4.24107 20.93707 -6.36842  0.631
12 F 4.71509 20.95893 -5.09850  -0.381
13 F 3.36505 19.86000 -6.48794  -0.402
14 F 3.58193 22.18270 -6.59399  -0.422
15 F 5.27342 20.75964 -7.27950  -0.426
16 B 0.69206 20.83960 1.40508  0.629
17 F 1.71217 21.23578 2.26486  -0.429
18 F 1.18427 20.30352 0.25124  -0.375
19 F -0.34845 20.10405 1.91333  -0.403
20 F 0.10639 22.04608 1.01327  -0.422
21 B -2.31401 24.62088 -4.23086  0.589
22 F -2.80092 25.09004 -2.98694  -0.461
23 F -1.59128 25.50719 -4.87762  -0.353
24 F -1.53492 23.54427 -4.00596  -0.375
25 F -3.35776 24.19487 -4.97782  -0.401
26 C -2.15209 31.81486 -6.62727  -1.097
27 C -1.15186 32.08428 -5.52115  -0.209
28 O 0.06084 32.54591 -6.14352  -0.333
29 C 1.08327 31.78730 -6.49916  0.458
30 O 1.40794 30.73239 -5.94139  -0.511
31 C 1.99728 32.43330 -7.59643  0.818
32 F 1.62837 33.72767 -7.73327  -0.265
33 F 3.26263 32.48892 -7.18313  -0.257
34 F 1.96577 31.81729 -8.71855  -0.228
35 H -3.14909 31.83584 -6.18720  0.362
36 H -1.93770 30.92457 -7.21849  0.327
37 H -2.10131 32.63548 -7.34288  0.320
38 H -0.92168 31.24085 -4.87019  0.389
39 H -1.41776 32.92953 -4.88638  0.225
40 C -9.25642 28.28270 -6.50343  -1.155
41 C -9.01530 27.30787 -5.31271  -0.226
42 O -8.82779 27.96106 -4.05100  -0.233
43 C -8.65579 27.32586 -2.82793  0.382
44 O -8.68655 26.07786 -2.78891  -0.529
45 C -8.38291 28.33372 -1.66457  0.811
46 F -7.00549 28.21431 -1.36710  -0.229
47 F -8.61765 29.55242 -2.17563  -0.221
48 F -9.03652 27.98782 -0.55748  -0.217
49 H -9.99491 29.03530 -6.22716  0.312
50 H -9.57872 27.87715 -7.46247  0.374
51 H -8.35431 28.83849 -6.75914  0.301
52 H -8.18889 26.66439 -5.61452  0.346
53 H -9.86524 26.63478 -5.20028  0.283